Molecular formula: C3H12P4
Method: DFT, ωB97M-V/def2-TZVPD

Values from the calculation:
Relative energy (zero: lowest compared OMol25 entry of this formula, charge and spin) = 42.7 kcal per mole
Electronic energy = -40456.418 eV

Geometry as ORCA input:
```
! wB97M-V def2-TZVPD RIJCOSX def2/J DEFGRID3
* xyz 0 1
P 0.18 0.84 -1.63
P -0.42 0.85 0.50
P 1.87 -1.56 0.18
P 0.40 -0.61 2.80
C -1.15 -2.30 0.65
C -0.32 2.61 -1.92
C 0.28 -0.86 0.90
H 1.44 -1.90 -1.10
H -1.30 -2.96 1.45
H 0.73 -1.91 3.11
H 1.97 -0.28 -0.16
H -2.04 -1.68 0.63
H -0.87 -2.84 -0.33
H 1.75 -0.29 2.74
H -1.12 2.59 -2.71
H -0.96 -0.03 -1.92
H 0.51 3.28 -2.24
H 0.72 1.41 1.13
H -0.68 3.07 -0.93
*
```